The following is a DFT calculation (ωB97M-V with the def2-TZVPD basis set) of a molecular structure, C23H33CoN5O7S3 at a distorted geometry.

The geometry in ORCA input format:
```
! RIJCOSX wB97M-V def2-TZVPD def2/J DEFGRID3
* xyz 2 2
Co 0.068 -1.974 -0.010
S 0.683 -3.840 4.048
C 0.764 -2.142 4.184
C 0.627 -1.571 2.964
N 0.454 -2.470 1.934
C 0.469 -3.702 2.375
H 0.904 -1.657 5.137
H 0.643 -0.512 2.754
H 0.361 -4.567 1.737
C 4.271 -2.900 -0.804
S 3.053 -1.725 -1.362
O 1.748 -2.311 -0.821
C 3.492 -0.357 -0.327
C 4.136 0.719 -0.919
C 4.527 1.785 -0.120
C 4.265 1.762 1.241
C 3.607 0.680 1.818
C 3.215 -0.391 1.034
H 4.160 -3.037 0.271
H 5.252 -2.491 -1.046
H 4.108 -3.833 -1.340
H 4.346 0.717 -1.983
H 5.039 2.629 -0.562
H 4.575 2.591 1.863
H 3.416 0.671 2.883
H 2.716 -1.247 1.470
O -1.178 -2.800 -1.535
C -2.069 -2.666 -0.693
O -1.762 -2.224 0.464
C -3.504 -3.035 -0.991
N -4.341 -2.672 0.232
C -5.095 -3.911 0.673
C -5.097 -4.786 -0.570
C -3.710 -4.546 -1.166
H -3.852 -2.475 -1.856
H -4.973 -1.896 0.045
H -3.649 -2.358 0.925
H -6.082 -3.637 1.033
H -4.533 -4.368 1.485
H -5.870 -4.454 -1.265
H -5.279 -5.830 -0.330
H -3.633 -4.836 -2.210
H -2.951 -5.091 -0.602
C 1.760 6.213 1.007
C 1.589 5.644 -0.399
S 0.581 4.185 -0.315
O 1.385 3.058 0.107
O -0.620 4.489 0.425
C 0.111 3.843 -2.005
C -1.171 3.025 -2.064
N -1.160 1.870 -1.155
C -0.377 0.779 -1.302
N -0.436 0.007 -0.227
C -1.273 0.629 0.663
C -1.730 1.764 0.096
N -2.771 2.607 0.628
O -2.992 2.486 1.811
O -3.401 3.290 -0.152
C 0.378 0.452 -2.540
H 2.441 7.061 0.973
H 2.172 5.466 1.685
H 0.804 6.547 1.404
H 2.535 5.335 -0.844
H 1.068 6.339 -1.059
H 0.958 3.304 -2.429
H -0.030 4.783 -2.536
H -1.295 2.652 -3.080
H -2.036 3.624 -1.811
H -1.528 0.224 1.626
H -0.197 0.699 -3.432
H 0.589 -0.615 -2.553
H 1.325 0.995 -2.580
*
```

## Properties
E_LUMO (spin up / spin down)	-0.1838 / -0.1767	hartree
energy above the lowest of the compared OMol25 structures with the same formula, charge and spin	2.72	kcal per mole
<S²>	1.0908
molar mass	646.679	g mol⁻¹

Here is what Löwdin gives for the atomic charges, in e: 0.6286, 1.1087, -0.3456, -0.2225, -0.0991, -0.4360, 0.0876, 0.1162, 0.0965, -0.2008, 1.0302, -0.5699, -0.4095, -0.0784, -0.0567, -0.0499, -0.0471, -0.0781, 0.0702, 0.0787, 0.0687, 0.1168, 0.1182, 0.1193, 0.1157, 0.0870, 0.0663, -0.5715, -0.0774, -0.1286, 0.1190, -0.0787, -0.1372, -0.0959, 0.1765, 0.1898, 0.1560, 0.1384, 0.1400, 0.1306, 0.1332, 0.1389, 0.1359, -0.0999, -0.2869, 0.6603, -0.3111, -0.2790, -0.1939, -0.1094, 0.0613, -0.2907, 0.0789, -0.0151, -0.1481, -0.3419, 0.1219, 0.1064, 0.0370, 0.0886, 0.0810, 0.0827, 0.1081, 0.1084, 0.1001, 0.1197, 0.1347, 0.1182, 0.1267, 0.0994, 0.0688, 0.0898